C31H32BiN3O3PSTe | wB97M-V/def2-TZVPD

```
73
Properties=species:S:1:pos:R:3:forces:R:3:mulliken_charge:R:1
Bi 1.117 -0.230 -1.274 -0.0191 -0.8046 -0.2528 1.964
C 1.294 -2.743 -3.823 0.0716 0.0391 0.1903 -1.021
C 0.866 -3.812 -2.809 -0.0968 0.1968 0.0932 -1.035
N 0.696 -3.242 -1.489 -0.0330 -0.2870 -0.1089 0.521
C -0.264 -3.885 -0.625 -0.4372 0.0389 -0.2166 -0.305
C -1.724 -3.636 -1.066 0.2606 0.0682 -0.1100 -1.026
S -2.088 -1.978 -1.722 0.0154 0.0172 -0.0250 0.071
C -1.867 -2.211 -3.520 0.1061 0.0726 0.1811 -0.758
C -0.782 -1.380 -4.215 -0.0602 -0.0463 0.1483 -1.052
N 0.570 -1.480 -3.693 0.0020 -0.2675 0.1861 -0.162
H 2.341 -2.506 -3.619 -0.0163 0.0218 -0.0873 0.415
H 1.226 -3.158 -4.839 -0.0137 0.0126 -0.0281 0.388
H -0.077 -4.264 -3.117 -0.0482 -0.0628 -0.0125 0.406
H 1.614 -4.615 -2.836 0.0316 -0.0497 -0.0217 0.401
H 1.582 -3.085 -1.016 -0.1756 -0.1288 -0.0432 0.120
H -0.125 -4.976 -0.564 -0.0191 -0.1037 -0.0153 0.251
H -0.103 -3.477 0.371 -0.1431 -0.1393 -0.2886 0.042
H -2.050 -4.353 -1.823 -0.0667 -0.0042 0.0245 0.455
H -2.387 -3.742 -0.207 -0.0112 -0.1124 0.0165 0.501
H -1.718 -3.276 -3.687 -0.0583 0.0213 -0.0577 0.356
H -2.819 -1.935 -3.974 0.0148 -0.0488 -0.1107 0.538
H -0.826 -1.659 -5.280 0.0344 0.0084 -0.0459 0.336
H -1.056 -0.325 -4.148 -0.0164 0.0436 -0.0225 0.369
H 1.136 -0.735 -4.084 0.0249 0.1523 -0.0573 0.265
O 1.344 -2.413 0.999 0.4621 0.1894 0.3414 -0.834
C 1.222 -1.253 1.450 0.5845 0.5532 0.1773 -1.102
C -0.130 -0.841 1.957 -0.1765 0.0311 -0.0360 0.469
C -0.848 -1.884 2.561 0.0759 -0.0023 0.0715 -0.724
C -2.154 -1.725 2.985 -0.0137 0.0196 0.0014 -0.871
C -2.795 -0.505 2.811 0.0396 -0.0306 0.0122 -0.787
C -2.102 0.535 2.215 0.0706 0.0252 0.0254 -0.303
C -0.788 0.388 1.762 0.0442 0.1761 0.0979 0.598
P 0.049 1.818 0.929 -0.3308 0.1816 0.3723 1.044
C -0.430 3.164 2.137 0.0903 -0.0934 -0.0233 0.362
C -0.945 4.399 1.745 -0.0181 -0.0552 0.0708 -0.341
C -1.236 5.387 2.683 0.0274 -0.0119 -0.0701 -0.741
C -1.006 5.167 4.031 0.0289 -0.0155 -0.0029 -0.450
C -0.484 3.945 4.437 0.0134 -0.0178 -0.0511 -0.884
C -0.199 2.960 3.503 -0.0948 -0.0105 -0.0097 -0.286
C -1.087 2.221 -0.471 0.0108 -0.0397 0.1393 0.293
C -2.268 1.557 -0.793 -0.0071 -0.0262 -0.0829 -0.376
C -2.987 1.908 -1.932 0.0236 -0.0254 0.0811 -0.669
C -2.545 2.941 -2.746 0.0527 0.0260 0.0143 -0.506
C -1.369 3.612 -2.432 -0.0740 -0.0121 -0.0453 -0.851
C -0.636 3.237 -1.318 -0.0193 0.0268 -0.0103 -0.488
H -0.337 -2.829 2.687 -0.0267 -0.0075 -0.0161 0.472
H -2.675 -2.552 3.456 0.0327 0.0056 -0.0248 0.409
H -3.820 -0.364 3.131 0.0381 -0.0002 0.0049 0.424
H -2.598 1.490 2.091 0.0252 0.0397 -0.0301 0.623
H -1.147 4.595 0.701 -0.0048 0.0080 -0.0218 0.339
H -1.648 6.333 2.351 0.0277 -0.0571 -0.0018 0.397
H -1.231 5.937 4.760 0.0062 -0.0395 -0.0344 0.362
H -0.302 3.754 5.489 -0.0068 -0.0129 -0.0421 0.409
H 0.172 2.005 3.851 0.0002 0.0603 0.0011 0.265
H -2.628 0.749 -0.171 0.0257 -0.0203 -0.0613 0.321
H -3.895 1.366 -2.174 0.0490 0.0267 -0.0012 0.415
H -3.104 3.212 -3.634 0.0049 -0.0021 0.0236 0.368
H -1.005 4.403 -3.077 0.0158 -0.0540 0.0273 0.396
H 0.313 3.720 -1.111 0.0038 -0.0301 -0.0463 0.630
O 4.480 -2.671 -0.119 0.0557 0.0636 -0.1506 -0.735
C 3.653 -1.780 -0.103 -0.1026 0.1937 0.1108 0.053
O 2.880 -1.534 -1.156 -0.0838 0.1987 0.3821 -0.860
C 3.580 -0.824 1.052 -0.1694 -0.3619 -0.0978 0.719
C 4.721 -0.184 1.440 -0.0309 0.1745 0.2354 -0.380
C 4.737 0.857 2.378 0.3287 -0.0692 -0.1405 -1.079
C 3.512 1.208 2.936 -0.2881 -0.0409 -0.1040 -0.451
C 2.349 0.585 2.581 0.1260 0.1756 0.0767 -0.721
N 2.318 -0.438 1.604 -0.3584 -0.2235 -0.0625 0.946
H 5.635 -0.511 0.960 -0.0102 -0.0374 -0.0127 0.464
H 5.654 1.356 2.659 -0.0257 -0.0282 -0.0357 0.365
H 3.449 1.977 3.696 -0.0442 -0.0050 0.0254 0.412
H 1.434 0.736 3.122 -0.0279 -0.0590 -0.0158 0.755
Te 2.341 1.492 -2.851 0.3034 0.5763 -0.3974 -0.910
```
Forces are in eV/Å.

Results
- E: -76537.0726 eV
- Strongest force on any atom: 0.01640 Eh/bohr
- Total charge: -1
- Highest occupied orbital energy: -2.33 eV
- Gap between HOMO and LUMO: 4.681 eV


C31H32Br2N2OZn | wB97M-V/def2-TZVPD

```
69
Properties=species:S:1:pos:R:3:forces:R:3:mulliken_charge:R:1
C -1.295 -3.659 2.740 -0.0160 -0.2361 0.3595 -0.989
N -0.915 -2.362 2.241 -0.4620 0.0624 -0.7669 0.279
C -1.378 -1.922 1.029 -0.6487 -0.3627 -0.0547 0.484
O -2.168 -2.514 0.297 1.0909 0.6866 0.6982 -0.712
C -0.725 -0.565 0.779 0.3026 -0.1969 -0.1023 0.144
C -1.655 0.518 0.223 -0.1170 0.0055 0.3591 -0.681
C -2.174 0.170 -1.152 -0.2255 0.4613 0.3932 1.147
C -3.567 0.147 -1.394 0.3383 -0.9642 -0.1915 -0.475
C -4.028 -0.242 -2.672 -0.0422 0.2785 0.5223 -0.623
C -3.120 -0.490 -3.687 0.0429 -0.0632 -0.2887 -0.640
C -1.745 -0.401 -3.449 -0.0019 -0.0616 0.2112 -0.581
C -1.270 -0.083 -2.178 -0.1717 -0.0289 -0.4369 -0.447
N -0.202 -0.236 2.105 0.3406 0.1210 -0.3581 0.538
C 0.401 0.952 2.324 0.3380 0.3178 0.9248 -0.129
C 0.921 1.373 3.543 -0.4138 -0.7491 -0.6655 0.316
C 1.348 2.689 3.789 0.6486 0.4503 -0.7816 -0.968
C 2.043 3.006 5.022 0.2011 0.3935 1.1335 0.294
C 2.978 4.073 5.056 -0.2201 -0.5673 0.0039 -0.413
C 3.866 4.206 6.121 -0.1363 -0.1936 0.1569 -0.621
C 3.809 3.310 7.201 -0.1124 -0.0317 -0.3974 -0.361
C 2.823 2.313 7.231 0.0632 0.2788 -0.1217 -0.714
C 1.910 2.200 6.186 0.3170 0.2289 -0.4249 -0.273
C -0.248 -1.354 3.062 -0.0367 -0.1348 0.0757 0.105
C -1.109 -1.026 4.291 -0.2782 -0.1619 -0.0228 -1.429
C 1.138 -1.864 3.491 0.0623 -0.0366 -0.2784 -1.609
H -1.726 -4.234 1.918 0.0748 0.1768 0.1006 0.349
H -0.414 -4.185 3.121 -0.1427 0.0178 -0.0378 0.317
H -2.039 -3.587 3.544 0.1100 -0.0217 -0.1589 0.323
H 0.105 -0.729 0.059 -0.2842 -0.0002 0.3231 0.013
H -2.484 0.702 0.923 0.2774 -0.1364 -0.2281 0.560
H -1.097 1.469 0.172 -0.2169 -0.2859 -0.0033 0.128
H -4.249 0.215 -0.537 0.2132 0.0234 -0.3908 0.505
H -5.104 -0.327 -2.832 0.3239 0.0202 -0.0953 0.448
H -3.482 -0.755 -4.682 0.1292 0.0808 0.3096 0.396
H -1.035 -0.606 -4.251 -0.2389 0.0814 0.1664 0.407
H -0.195 -0.049 -1.969 -0.4213 0.0349 -0.2137 0.360
H 0.460 1.604 1.452 -0.1606 -0.1034 0.3271 0.487
H 0.961 0.620 4.336 -0.0877 0.7894 -0.2281 -0.230
H 1.582 3.339 2.945 0.0618 -0.4424 0.4539 0.672
H 3.018 4.759 4.207 0.0701 -0.2254 0.1939 0.384
H 4.633 4.985 6.093 -0.3482 -0.2450 0.0733 0.365
H 4.539 3.381 8.006 -0.1935 0.0000 -0.1689 0.365
H 2.791 1.602 8.058 -0.1037 0.3340 -0.1509 0.374
H 1.103 1.464 6.249 0.3763 0.1490 -0.0640 0.461
H -2.149 -0.858 3.975 0.2825 0.0128 0.1271 0.390
H -1.079 -1.882 4.982 -0.0729 0.3000 -0.1530 0.489
H -0.754 -0.139 4.823 -0.1255 -0.2412 -0.1188 0.202
H 1.678 -2.263 2.622 -0.1199 0.1167 0.1986 0.370
H 1.742 -1.073 3.940 -0.0806 -0.1938 -0.0561 0.312
H 1.015 -2.663 4.231 0.0618 0.1532 -0.1640 0.498
Br -3.609 3.251 -3.735 0.0576 0.0225 -0.2022 -0.354
Zn -3.629 2.433 -1.629 -0.0256 0.3870 0.4513 0.321
Br -3.860 3.150 0.564 -0.0390 -0.0332 -0.3286 -0.338
C -0.632 5.493 1.185 1.0214 -1.5660 0.1545 -1.895
C -0.110 4.261 1.645 -0.6065 1.5598 -0.9273 -0.009
C -0.665 3.954 2.922 -0.2673 -0.4234 1.1303 0.372
C -1.510 5.064 3.294 -0.2264 0.7218 -0.8333 -0.240
C -1.519 6.005 2.185 -0.8787 -0.6691 1.2803 0.769
C -2.453 7.049 2.194 0.1327 -0.0649 0.1457 -0.690
C -3.306 7.194 3.296 0.1585 -0.2019 0.1823 -0.471
C -3.257 6.305 4.393 0.1981 0.0867 -0.2550 -0.638
C -2.358 5.233 4.386 -0.1019 0.1813 -0.1426 -0.320
H -0.444 5.968 0.226 0.1437 -0.1565 0.2279 0.400
H 0.645 3.668 1.144 -0.1893 0.1032 -0.2413 0.466
H -0.839 2.988 3.391 0.0812 0.3886 -0.5006 0.516
H -2.529 7.717 1.330 -0.0205 -0.1522 0.3653 0.376
H -4.033 8.008 3.313 0.2033 -0.2261 -0.0483 0.355
H -3.934 6.450 5.243 0.2924 -0.0461 -0.3856 0.369
H -2.304 4.511 5.201 -0.1811 0.1971 -0.0609 0.426
```
Forces are in eV/Å.

Results
- Energy relative to the best compared isomer or geometry (same formula, charge and spin): 4.34 kJ/mol
- E: -226197.1266 eV
- Strongest force on any atom: 0.03721 Eh/bohr
- Highest occupied orbital energy: -6.05 eV
- Gap between HOMO and LUMO: 4.735 eV


C31H32Cl4N6NiO2PSTe | wB97M-V/def2-TZVPD

```
79
Properties=species:S:1:pos:R:3:forces:R:3:mulliken_charge:R:1
Ni -0.143 -0.345 -0.219 0.0970 -0.7478 0.2392 0.018
Cl -1.755 -4.711 4.950 -0.0273 0.0042 -0.0348 -0.208
C -1.828 -3.494 3.731 0.1646 -0.0307 0.0185 0.133
C -2.946 -2.690 3.584 -0.0919 0.1278 -0.1065 0.606
Cl -4.333 -2.937 4.575 0.0540 -0.0079 -0.0009 -0.194
C -2.945 -1.656 2.632 -0.1358 0.0033 0.3872 -0.017
Cl -4.317 -0.624 2.440 0.0796 -0.0162 0.0011 -0.198
C -1.829 -1.405 1.849 0.1244 0.3465 -0.5271 0.233
O -1.734 -0.384 1.015 -0.0178 0.2140 0.3287 -0.377
C -0.763 -2.326 1.889 0.4081 -0.1437 -0.2663 -1.255
O 0.216 -2.203 0.982 -0.3568 0.1001 -0.1261 -0.254
C -0.740 -3.297 2.870 -0.0408 -0.2184 0.1023 0.373
Cl 0.686 -4.302 2.965 -0.0973 0.0262 0.0320 -0.204
N -0.095 1.750 -0.163 -0.1878 0.0332 -0.1716 -0.398
C -0.360 2.808 0.194 0.0539 0.1933 0.0636 0.259
C -0.689 4.137 0.633 0.0160 -0.2479 -0.1579 0.543
C -1.315 5.005 -0.258 -0.0168 0.0344 -0.0374 -0.347
C -1.640 6.282 0.165 0.0120 -0.0046 0.0242 -0.673
C -1.343 6.680 1.463 -0.0052 -0.0098 0.0043 -0.393
C -0.719 5.807 2.347 -0.0099 0.0148 -0.0311 -0.684
C -0.390 4.528 1.936 -0.0023 0.0014 0.0701 -0.372
H -1.542 4.678 -1.264 -0.0024 0.0035 0.0065 0.514
H -2.126 6.966 -0.516 -0.0044 0.0012 0.0050 0.413
H -1.604 7.677 1.791 0.0084 0.0014 -0.0041 0.407
H -0.496 6.122 3.356 -0.0054 0.0026 0.0007 0.415
H 0.083 3.833 2.617 -0.0078 0.0022 -0.0039 0.492
C 5.034 -0.545 1.593 -0.0740 -0.0135 0.0140 -0.734
N 4.122 -1.716 1.977 -0.0550 -0.0001 -0.0126 0.147
C 3.660 -1.509 3.435 -0.0132 -0.0041 -0.0605 -0.738
N 3.044 -0.241 3.593 -0.0450 -0.0256 0.0302 0.188
C 3.944 0.832 3.178 -0.0519 -0.0412 -0.0771 -0.898
N 4.372 0.696 1.785 -0.0261 0.0085 -0.0334 0.165
C 3.246 0.884 0.847 0.0763 -0.0706 0.1317 -1.276
P 1.872 -0.342 1.092 0.0656 0.5762 0.1796 2.550
C 2.947 -1.839 1.046 0.0494 -0.0963 -0.0009 -1.211
C 1.734 -0.174 2.927 0.0508 -0.1664 -0.0303 -1.343
H 5.314 -0.694 0.551 0.0092 0.0133 -0.0137 0.375
H 5.913 -0.622 2.234 0.0077 0.0091 0.0159 0.369
H 4.657 -2.584 1.937 0.0147 0.0146 -0.0089 0.370
H 4.561 -1.588 4.043 0.0116 0.0077 0.0145 0.351
H 2.969 -2.322 3.659 0.0076 0.0091 0.0133 0.417
H 4.825 0.826 3.821 0.0204 -0.0255 0.0013 0.326
H 3.432 1.785 3.295 0.0140 0.0121 0.0204 0.399
H 3.609 0.798 -0.179 0.0182 0.0174 -0.0092 0.407
H 2.858 1.897 0.964 0.0017 0.0132 0.0155 0.428
H 3.324 -1.982 0.032 0.0194 -0.0089 -0.0088 0.369
H 2.351 -2.700 1.346 0.0354 0.0152 0.0091 0.354
H 1.087 -0.968 3.307 -0.0067 0.0358 0.0072 0.513
H 1.257 0.778 3.165 -0.0033 0.0121 0.0073 0.293
C -3.247 0.947 -1.290 -0.1132 0.0190 0.0057 -0.166
Te -2.444 -1.016 -1.484 -0.2168 -0.0106 -0.0609 0.213
C -2.671 -0.702 -3.590 0.0611 0.0146 -0.1036 -1.200
C -3.486 0.559 -3.758 0.0080 -0.0044 -0.0017 0.650
C -3.964 0.944 -5.010 0.0343 -0.0218 0.0183 -0.743
C -4.705 2.104 -5.157 -0.0137 0.0263 0.0354 -0.547
C -4.983 2.893 -4.046 0.0134 -0.0276 -0.0266 -0.650
C -4.519 2.513 -2.799 0.0135 -0.0254 0.0035 -0.579
C -3.770 1.347 -2.645 0.0113 -0.0242 0.0368 0.462
H -2.452 1.609 -0.960 -0.0073 -0.0042 0.0518 -0.370
H -4.013 0.923 -0.519 -0.0353 0.0082 -0.0236 0.473
H -3.177 -1.560 -4.030 0.0060 -0.0090 0.0102 0.512
H -1.686 -0.613 -4.053 -0.0007 0.0345 -0.0038 0.462
H -3.755 0.324 -5.873 0.0052 0.0035 0.0053 0.449
H -5.074 2.389 -6.133 0.0012 0.0017 0.0018 0.402
H -5.569 3.796 -4.155 -0.0048 -0.0041 0.0011 0.407
H -4.749 3.117 -1.929 0.0023 -0.0038 -0.0016 0.480
C 2.257 -2.802 -4.473 -0.0706 -0.0396 0.0544 -0.888
N 1.611 -3.294 -3.264 0.1118 0.0354 -0.1612 0.189
C 1.380 -4.631 -2.977 -0.0495 0.0509 -0.0516 -0.616
C 0.784 -4.676 -1.770 -0.0239 0.0608 0.0067 -0.620
N 0.654 -3.373 -1.335 0.0948 -0.1538 0.2948 0.631
C 1.176 -2.530 -2.238 -0.0847 0.0891 -0.1314 0.377
S 1.268 -0.814 -2.166 0.1905 -0.1298 0.1098 -0.643
H 1.850 -3.327 -5.334 0.0010 -0.0058 -0.0054 0.349
H 3.333 -2.965 -4.422 0.0134 0.0026 0.0092 0.311
H 2.059 -1.739 -4.568 -0.0189 0.0060 0.0105 0.312
H 1.636 -5.413 -3.669 0.0214 0.0143 -0.0022 0.487
H 0.428 -5.510 -1.192 0.0028 0.0082 0.0127 0.513
H 0.364 -3.071 -0.371 -0.0880 0.1138 -0.1146 -0.307
```
Forces are in eV/Å.

Results
- Energy relative to the best compared isomer or geometry (same formula, charge and spin): 11.58 kJ/mol
- E: -164247.6549 eV
- Strongest force on any atom: 0.01538 Eh/bohr
- Total charge: +1
- Multiplicity: 3
- Highest occupied orbital energy (spin up / spin down): -9.13 / -9.07 eV
- Gap between HOMO and LUMO (spin up / spin down): 6.581 / 6.515 eV